Record 1
A molecular structure, C4H24NO8V at a distorted geometry, computed with ωB97M-V/def2-TZVPD.

Structure (XYZ):
```
38
Properties=species:S:1:pos:R:3:mulliken_spin:R:1
H 2.764 -0.465 -1.972 0.0034
V 0.346 -1.337 -2.887 2.9992
O -0.417 0.705 -2.814 -0.0027
C 0.837 2.364 0.157 0.0002
H 0.388 -0.554 -0.577 -0.0089
H 0.639 2.571 -0.904 -0.0004
O 0.577 -3.444 -2.791 0.0085
N -1.119 3.621 0.911 0.0000
C -0.109 2.033 2.432 -0.0001
O 0.357 0.743 2.660 0.0001
O 0.173 -1.442 -0.892 -0.0137
H -1.427 -0.051 3.369 0.0000
O 2.416 -0.715 -2.842 0.0032
H -3.051 -1.419 -0.837 -0.0010
H -2.041 3.528 1.331 0.0000
H 3.034 -0.357 -3.495 0.0013
H 0.649 2.733 2.798 -0.0001
H -0.162 -1.193 2.831 0.0000
O 1.880 -2.116 1.379 0.0005
O -2.613 -0.584 -0.640 -0.0003
H -1.670 -0.711 -0.841 -0.0042
H 2.411 -1.417 1.778 -0.0002
H -1.287 3.856 -0.064 0.0000
H -0.988 -2.685 0.179 -0.0002
C -0.432 2.330 0.989 -0.0005
H 0.484 -3.822 -1.896 0.0029
O -1.076 -3.362 0.864 -0.0004
H 1.284 -1.683 0.748 0.0055
C -0.653 -0.252 2.617 0.0009
H -1.312 1.050 -2.659 0.0022
H 1.381 1.413 0.191 0.0002
H 0.577 -4.187 -3.409 -0.0008
H -0.291 -3.252 1.418 -0.0001
H -1.058 1.501 0.611 0.0011
H 0.149 1.474 -2.969 0.0043
H -0.991 2.271 3.056 0.0000
H -1.159 -0.294 1.646 0.0001
H 1.507 3.146 0.524 0.0002
```

Summary:
LUMO (spin up / spin down) (eV): -4.440 / -4.541
Multiplicity: 4
Highest occupied orbital energy (spin up / spin down) (eV): -11.78 / -11.78
Calculated total energy (eV): -48089.2491
Total charge: +1
HOMO-LUMO gap (spin up / spin down) (hartree): 0.26986 / 0.26614

---

Record 2
9 unconnected molecules or ions with the total composition C4H24O10 at a distorted geometry, computed with ωB97M-V/def2-TZVPD.

Structure (XYZ):
```
38
Properties=species:S:1:pos:R:3:lowdin_charge:R:1
H 4.157 0.274 0.803 0.0228
O -1.943 2.562 -0.260 -0.0329
H -1.067 -1.724 -3.447 0.0780
H -1.295 2.026 -3.552 0.0561
H -3.435 -1.513 1.873 0.1392
H 2.896 -0.188 1.487 -0.0198
H -1.699 2.686 -2.122 0.0044
H -2.493 -1.561 -1.371 0.1410
H -1.584 -0.107 -1.419 0.0854
H 1.498 -3.281 0.984 0.0300
C -1.413 -1.173 -1.352 -0.2378
H 0.272 -1.101 -2.551 0.0732
H -0.356 1.504 -1.568 -0.0151
O 0.614 1.522 -1.421 -0.0765
C -0.831 -1.693 -0.045 -0.1102
C -1.684 -1.096 1.088 -0.4320
H -0.115 0.529 1.721 0.0265
H 0.736 0.771 4.306 0.0421
H 0.691 0.380 0.650 0.0216
H 2.685 2.551 -0.104 0.0335
H -1.585 1.995 0.427 0.0313
O 3.829 -0.404 1.407 -0.0546
O 2.106 -3.190 0.246 -0.0519
H -0.307 0.346 3.162 -0.0247
H -2.815 2.930 -0.122 0.0699
O 0.896 0.418 1.604 -0.1063
H 2.876 1.665 1.098 0.0129
H 0.143 -1.230 0.124 0.0871
C -0.570 -1.768 -2.469 -0.0839
H -0.418 -2.833 -2.365 0.0814
H 2.555 -2.340 0.346 0.0180
H -0.602 -2.777 -0.045 0.1350
O -1.140 2.724 -2.913 -0.0593
O -0.121 0.381 4.114 -0.0592
O -1.734 0.063 1.463 0.0492
O 3.373 2.076 0.375 -0.0533
O -2.727 -1.915 1.345 0.1283
H 0.607 2.493 -1.497 0.0509
```

Summary:
LUMO (eV): -0.079
Structure (SMILES): CCCC(=O)O.O.O.O.O.O.O.O.O
Multiplicity: 1
Highest occupied orbital energy (eV): -11.13
Calculated total energy (eV): -25011.7852
ΔE to the lowest compared entry with this formula, charge and spin (kJ/mol): 157.9
Total charge: 0
HOMO-LUMO gap (hartree): 0.40613

---

Record 3
A molecular structure, C4H24O8 at a distorted geometry, computed with ωB97M-V/def2-TZVPD.

Structure (XYZ):
```
36
Properties=species:S:1:pos:R:3:lowdin_charge:R:1
C 19.346 26.441 -15.858 -0.0632
H 20.584 29.175 -18.915 -0.0220
O 21.935 25.910 -20.181 -0.0636
H 20.018 26.532 -17.854 0.1085
H 21.177 30.074 -21.747 0.0677
H 15.866 29.916 -21.185 0.0770
H 17.090 25.646 -23.301 0.0407
O 16.421 29.279 -21.646 -0.0159
H 17.671 27.588 -19.469 0.0845
H 22.709 26.413 -20.445 0.0275
C 20.814 29.076 -21.481 -0.2520
C 19.027 26.495 -17.383 -0.5734
H 15.780 26.412 -23.414 0.0367
H 16.795 29.770 -22.385 0.0739
H 20.063 25.642 -15.669 0.0697
H 18.202 25.219 -18.959 0.0674
O 18.291 27.637 -17.760 -0.3251
O 16.465 26.166 -22.787 -0.0468
O 15.116 26.656 -17.966 -0.0721
H 20.010 28.832 -22.196 0.0583
O 17.980 27.526 -20.395 0.1954
H 19.343 29.054 -17.789 0.0951
H 21.252 26.578 -20.040 -0.0028
O 20.144 29.571 -18.109 0.1760
H 18.422 26.260 -15.304 0.0680
H 17.295 25.123 -17.482 0.0621
H 16.014 27.003 -17.881 -0.0104
H 17.396 28.024 -21.018 0.0798
H 18.822 28.068 -20.323 0.0994
H 14.897 26.343 -17.085 0.0309
H 21.549 28.362 -21.884 0.0595
O 20.447 28.821 -20.168 -0.3359
C 18.308 25.245 -17.874 -0.0749
H 19.821 30.459 -18.322 0.1442
H 18.745 24.283 -17.590 0.0745
H 19.761 27.375 -15.476 0.0617
```

Summary:
LUMO (eV): -0.219
Multiplicity: 1
Highest occupied orbital energy (eV): -8.04
Calculated total energy (eV): -20914.4941
ΔE to the lowest compared entry with this formula, charge and spin (kJ/mol): 309.9
Total charge: 0
HOMO-LUMO gap (hartree): 0.28747

---

Record 4
8 unconnected molecules or ions with the total composition C4H24O8 at a distorted geometry, computed with ωB97M-V/def2-TZVPD.

Structure (XYZ):
```
36
Properties=species:S:1:pos:R:3:mulliken_spin:R:1
H -2.141 1.501 3.945 0.0000
H 0.155 -2.447 1.444 -0.0003
O 0.061 -0.305 1.464 0.0019
H -3.655 0.197 -3.102 0.0000
O -1.665 1.915 3.224 0.0000
O -0.517 1.668 -0.452 0.0001
C 3.852 0.085 -1.855 0.0031
H 0.143 0.371 0.791 0.0017
C 2.908 0.711 -0.856 0.1311
C -2.736 0.187 -2.516 0.0001
C -2.576 -1.026 -1.587 -0.0001
H 2.886 1.886 0.528 -0.0117
H -0.231 2.278 -1.132 -0.0004
H -2.854 0.339 1.375 0.0000
O 2.532 -0.348 2.697 0.0129
H -3.334 -1.189 -0.820 0.0000
H 2.062 1.117 -1.411 0.1200
H 1.646 -0.571 2.414 -0.0003
H 3.184 -0.606 -2.370 -0.0016
H -2.707 -1.895 -2.233 0.0000
O -0.014 -3.256 1.927 0.0000
O -1.533 0.283 -3.333 0.0003
H -2.918 -0.626 2.540 0.0000
H 4.744 -0.425 -1.492 0.0127
H -1.143 1.208 2.844 0.0001
H -2.790 1.121 -1.956 0.0000
H 4.019 0.877 -2.585 0.0210
H 3.078 -1.058 2.359 -0.0005
H -1.389 1.976 -0.205 0.0001
H -1.553 -1.073 -1.215 -0.0002
H 0.660 -3.863 1.620 0.0000
O -2.535 -0.514 1.670 0.0001
H -0.737 0.410 -2.811 -0.0001
H 2.425 -0.071 -0.270 0.0943
H -0.874 -0.507 1.487 0.0002
O 3.544 1.650 -0.130 0.6153
```

Summary:
LUMO (spin up / spin down) (eV): -3.747 / -10.323
Multiplicity: 2
Highest occupied orbital energy (spin up / spin down) (eV): -13.11 / -13.11
Calculated total energy (eV): -20906.3430
ΔE to the lowest compared entry with this formula, charge and spin (kJ/mol): 82.8
Total charge: +1
HOMO-LUMO gap (spin up / spin down) (hartree): 0.34402 / 0.10229

---

Record 5
7 unconnected molecules or ions with the total composition C4H25N2O6S2 at a distorted geometry, computed with ωB97M-V/def2-TZVPD.

Structure (XYZ):
```
39
Properties=species:S:1:pos:R:3:mulliken_spin:R:1
H -3.276 -1.553 0.717 -0.0801
S 0.693 0.612 3.089 0.0038
H -1.119 -3.462 0.477 -0.0619
H -0.311 2.764 0.538 -0.0238
H -2.246 -1.181 -3.585 0.0005
H 1.057 0.608 -0.173 0.0429
H 0.969 0.617 -5.041 -0.1583
N 1.897 0.067 -0.314 0.2233
O 0.038 2.811 -0.355 0.0890
H 2.786 1.586 2.554 0.0046
H -1.587 0.246 0.983 -0.0074
H 1.690 -0.887 -0.625 -0.0501
S -0.204 -1.107 2.516 -0.0553
O 0.817 0.215 -4.176 0.2292
O -2.015 -1.520 -2.697 0.4538
H -2.489 -2.368 -2.653 -0.1052
H 0.729 -2.861 -1.713 0.1092
H 2.442 0.571 -1.017 -0.0438
H 1.660 2.001 1.285 -0.0364
H 3.587 0.788 0.630 -0.0098
H -3.155 3.160 -1.983 -0.0325
H -0.187 -1.643 -2.125 0.1300
H -2.313 -2.248 2.142 -0.0232
H -0.689 -0.698 0.072 -0.0627
H 1.644 1.704 -2.979 -0.0105
C -1.199 -0.788 1.027 0.3745
H 0.170 -0.488 -4.353 0.0400
C 1.988 1.177 1.928 0.0733
H 2.839 -0.743 1.410 -0.0111
O -2.671 2.638 -1.331 0.1046
C 2.711 0.246 0.976 0.0565
H 1.400 3.106 -2.272 0.0296
O 1.861 2.268 -2.227 0.0331
C -2.321 -1.881 1.119 0.0277
O 0.709 -1.905 -1.836 -0.3274
N -2.008 -3.030 0.280 0.1404
H -2.723 3.172 -0.529 -0.0293
H -0.635 2.794 -1.051 0.0019
H -2.189 -3.019 -0.707 -0.0394
```

Summary:
LUMO (spin up / spin down) (eV): 0.120 / 0.014
Multiplicity: 2
Highest occupied orbital energy (spin up / spin down) (eV): -2.49 / -8.83
Calculated total energy (eV): -41485.7397
Total charge: 0
HOMO-LUMO gap (spin up / spin down) (hartree): 0.09587 / 0.32501

---

| no. | molecular weight (g/mol) |
| --- | --- |
| 1 | 265.2 |
| 2 | 232.2 |
| 3 | 200.2 |
| 4 | 200.2 |
| 5 | 261.4 |